[1]
C29H78Cl4INO22P | ωB97M-V/def2-TZVPD

ORCA input file:
```
! wB97M-V def2-TZVPD RIJCOSX def2/J DEFGRID3
* xyz 1 1
C 2.410 -5.030 3.228
C 1.749 -4.713 2.243
C 1.114 -4.329 0.875
C 1.202 -2.738 0.549
C 0.102 -2.435 -0.555
C -1.011 -1.307 -0.180
C -1.269 -1.208 1.379
C -1.433 -2.495 2.287
C -2.746 -2.468 3.229
Cl -2.320 -1.314 4.604
O -0.099 -0.169 -0.436
C -0.642 1.127 -0.481
I -0.859 2.253 1.360
C 0.592 1.951 -1.183
C 1.933 1.860 -0.290
C 2.281 3.395 0.084
O 2.944 1.258 -1.123
C 4.254 1.304 -0.553
C 4.425 0.540 0.819
C 4.842 -0.932 0.777
C 5.049 -1.663 2.073
C 4.850 -1.052 3.443
C 4.457 0.394 3.481
C 4.257 1.131 2.180
C -1.782 1.183 -1.604
C -2.242 2.617 -2.097
C -2.672 3.727 -1.085
O -3.719 3.868 -0.510
Cl -1.448 5.081 -0.762
N -2.847 0.078 -1.556
C -4.128 0.464 -0.846
C -4.428 0.135 0.653
C -6.021 -0.211 0.754
Cl -4.296 1.505 1.850
P -3.525 -0.075 -3.271
O -2.699 0.513 -4.390
C -2.277 -1.293 -1.178
Cl -1.460 -1.830 -2.818
C -3.348 -2.458 -1.099
C -3.118 -3.721 -0.187
H 3.163 -5.532 3.899
H 0.068 -4.742 0.748
H 1.729 -4.819 0.044
H 1.169 -2.163 1.510
H 2.275 -2.622 0.169
H 0.765 -2.084 -1.419
H -0.330 -3.414 -0.893
H -2.051 -0.468 1.722
H -0.321 -0.718 1.802
H -0.597 -2.531 3.071
H -1.306 -3.494 1.763
H -2.884 -3.497 3.670
H -3.680 -2.168 2.675
H 0.326 3.032 -1.352
H 0.862 1.507 -2.185
H 1.817 1.202 0.621
H 1.346 4.016 0.250
H 2.904 3.495 1.018
H 2.811 3.805 -0.838
H 4.706 2.333 -0.430
H 4.939 0.762 -1.293
H 4.993 -1.419 -0.233
H 5.375 -2.753 2.071
H 4.972 -1.595 4.419
H 4.306 0.978 4.441
H 3.982 2.220 2.258
H -1.118 0.845 -2.486
H -1.369 3.061 -2.690
H -3.077 2.626 -2.882
H -4.476 1.528 -1.030
H -4.952 -0.138 -1.382
H -3.994 -0.851 1.026
H -6.631 0.682 0.436
H -6.224 -1.143 0.118
H -6.206 -0.540 1.823
H -4.702 0.777 -3.349
H -4.097 -1.361 -3.520
H -3.582 -2.923 -2.121
H -4.407 -2.143 -0.792
H -3.520 -3.481 0.855
H -3.819 -4.545 -0.559
H -2.104 -4.179 -0.115
O 8.011 -0.358 0.613
H 8.321 -1.259 0.462
H 7.062 -0.460 0.776
O -5.420 -0.751 5.814
H -4.463 -0.678 5.704
H -5.698 0.141 6.054
O -4.021 3.636 -4.953
H -3.696 2.741 -5.108
H -4.968 3.517 -4.779
O 5.839 3.144 3.765
H 6.800 3.180 3.642
H 5.602 4.044 4.019
O 0.338 5.087 3.294
H -0.105 4.242 3.151
H -0.368 5.743 3.217
O 8.759 2.541 4.392
H 8.826 1.820 5.030
H 9.561 2.460 3.862
O -0.633 7.689 1.524
H -0.632 7.136 0.733
H -0.741 8.588 1.182
O 0.378 0.793 -4.349
H 0.843 0.116 -3.839
H -0.502 0.414 -4.499
O -4.731 -2.929 -4.423
H -4.144 -3.275 -5.106
H -5.533 -3.461 -4.514
O -5.278 -5.545 -4.616
H -5.017 -5.894 -5.480
H -5.004 -6.230 -3.996
O 3.047 2.652 -4.206
H 3.510 1.977 -3.696
H 2.170 2.273 -4.355
O 7.332 -1.119 5.956
H 7.261 -2.080 5.945
H 6.734 -0.851 6.663
O -4.452 -7.180 -7.370
H -3.711 -6.787 -7.850
H -4.442 -8.106 -7.642
O 5.481 -3.394 6.339
H 5.791 -4.296 6.190
H 4.535 -3.495 6.501
O -0.037 10.812 1.048
H 0.916 10.878 0.915
H -0.298 11.701 1.317
O -6.897 3.592 -5.475
H -6.906 3.029 -6.259
H -7.001 4.485 -5.828
O -6.787 -5.839 -8.365
H -7.643 -6.182 -8.083
H -6.170 -6.563 -8.184
O 11.472 2.211 4.705
H 12.429 2.247 4.582
H 11.235 3.111 4.960
*
```

## Properties
Total energy (Ha): -5341.0463
Kohn-Sham gap (Ha): 0.26446

Mulliken population analysis, charges in e, atoms 1 to 99:
1 C -0.078
2 C -0.876
3 C -0.203
4 C -0.592
5 C -1.589
6 C 0.900
7 C -1.003
8 C -1.382
9 C -0.437
10 Cl -0.287
11 O 0.525
12 C -1.039
13 I 0.252
14 C -0.758
15 C 1.381
16 C -1.251
17 O -0.231
18 C -0.917
19 C 1.644
20 C -1.329
21 C -0.403
22 C -0.261
23 C -0.774
24 C 0.183
25 C 0.810
26 C -1.039
27 C 0.216
28 O -0.444
29 Cl -0.155
30 N 1.412
31 C -1.626
32 C 0.903
33 C -1.252
34 Cl -0.072
35 P 0.592
36 O -0.797
37 C 0.342
38 Cl -0.028
39 C 0.266
40 C -1.233
41 H 0.366
42 H 0.153
43 H 0.514
44 H 0.453
45 H 0.154
46 H 0.487
47 H 0.766
48 H 0.104
49 H 0.625
50 H 0.511
51 H 0.147
52 H 0.445
53 H 0.133
54 H 0.355
55 H -0.316
56 H 0.096
57 H 0.259
58 H 0.177
59 H 0.341
60 H 0.357
61 H 0.405
62 H 0.326
63 H 0.349
64 H 0.327
65 H 0.329
66 H -0.080
67 H -0.169
68 H 0.798
69 H 0.137
70 H 0.621
71 H 0.782
72 H -0.788
73 H 0.354
74 H 0.348
75 H 0.424
76 H 0.122
77 H 0.177
78 H 0.594
79 H -0.342
80 H 0.179
81 H 0.483
82 H 0.213
83 O -0.702
84 H 0.301
85 H 0.449
86 O -0.597
87 H 0.310
88 H 0.311
89 O -0.634
90 H 0.284
91 H 0.361
92 O -0.554
93 H 0.279
94 H 0.290
95 O -0.593
96 H 0.207
97 H 0.317
98 O -0.665
99 H 0.325

---

[2]
C29H79CaF2N5O8 | ωB97M-V/def2-TZVPD

ORCA input file:
```
! wB97M-V def2-TZVPD RIJCOSX def2/J DEFGRID3
* xyz 0 1
Ca 11.606 9.895 12.361
F 11.197 8.114 13.705
F 11.858 11.626 10.712
C 8.823 13.396 10.913
C 9.795 14.531 11.225
C 9.082 15.712 11.934
O 8.058 16.326 11.136
C 7.527 17.533 11.612
N 10.825 13.929 12.040
H 9.215 12.454 10.532
H 8.067 13.690 10.186
H 8.436 13.057 11.874
H 10.245 14.924 10.313
H 9.912 16.375 12.174
H 8.581 15.341 12.828
H 6.635 17.894 11.100
H 8.315 18.284 11.677
H 7.198 17.508 12.651
H 11.576 14.584 12.205
H 11.228 13.186 11.488
C 10.173 14.161 7.198
C 10.575 15.582 6.718
C 10.689 16.577 7.901
O 11.825 16.229 8.679
C 12.125 17.105 9.790
N 11.713 15.541 5.835
H 9.237 14.231 7.752
H 10.861 13.689 7.899
H 10.045 13.492 6.347
H 9.809 15.963 6.042
H 9.799 16.650 8.527
H 10.868 17.576 7.505
H 12.263 18.130 9.445
H 13.074 16.816 10.240
H 11.412 17.019 10.610
H 12.498 15.152 6.338
H 11.911 16.488 5.547
C 15.951 10.096 12.021
C 14.490 9.856 11.757
C 14.178 8.407 11.347
O 12.775 8.288 11.076
C 12.475 6.988 10.622
N 13.862 10.262 13.039
H 16.418 9.311 12.616
H 16.208 11.093 12.378
H 16.402 9.952 11.039
H 14.150 10.471 10.925
H 14.372 7.738 12.186
H 14.793 8.090 10.504
H 12.693 6.876 9.560
H 11.404 6.929 10.818
H 12.966 6.095 11.010
H 14.030 11.256 13.112
H 14.440 9.860 13.763
C 13.711 13.126 7.967
C 14.445 13.564 9.248
C 15.665 14.411 9.205
O 16.519 14.059 8.134
C 17.241 12.881 8.418
N 13.477 14.086 10.116
H 12.718 12.738 8.193
H 14.309 12.335 7.514
H 13.639 13.870 7.175
H 14.682 12.617 9.734
H 16.312 14.537 10.073
H 15.330 15.427 8.995
H 16.510 12.101 8.630
H 17.883 12.828 9.298
H 17.832 12.629 7.537
H 12.968 14.733 9.531
H 12.783 13.352 10.128
C 11.305 11.256 15.563
C 9.930 11.230 14.855
C 8.896 12.316 15.291
O 7.786 12.054 14.426
C 6.731 13.022 14.524
N 10.147 11.421 13.447
H 11.144 11.255 16.641
H 11.798 12.171 15.235
H 11.962 10.407 15.372
H 9.494 10.245 15.022
H 9.348 13.294 15.130
H 8.542 12.172 16.312
H 7.024 14.056 14.345
H 6.272 12.917 15.507
H 5.961 12.860 13.770
H 9.203 11.461 13.092
H 10.434 12.380 13.313
C 7.865 9.487 11.598
C 8.882 8.452 10.999
C 8.267 7.698 9.796
O 10.104 9.071 10.780
H 8.181 9.777 12.600
H 6.853 9.099 11.716
H 7.833 10.476 11.140
H 9.069 7.681 11.746
H 7.511 7.048 10.236
H 8.908 7.076 9.170
H 7.731 8.365 9.121
H 9.962 9.530 9.949
C 14.150 15.272 13.512
C 15.157 14.139 13.250
C 15.723 13.695 14.569
O 14.469 13.097 12.542
H 14.617 16.196 13.853
H 13.415 14.949 14.249
H 13.546 15.336 12.607
H 15.976 14.596 12.695
H 14.923 13.168 15.089
H 16.269 14.551 14.966
H 16.502 12.965 14.347
H 14.096 13.596 11.813
C 11.716 9.131 7.877
C 10.899 10.437 7.537
C 9.913 10.104 6.443
O 10.162 10.800 8.712
H 12.135 8.652 6.992
H 11.023 8.384 8.264
H 12.453 9.373 8.643
H 11.554 11.243 7.206
H 9.079 9.584 6.914
H 10.413 9.556 5.645
H 9.515 10.963 5.902
H 10.769 11.150 9.368
*
```

## Properties
Total energy (Ha): -2905.4188
Kohn-Sham gap (Ha): 0.35923

Mulliken population analysis, charges in e, atoms 1 to 99:
1 Ca 1.565
2 F -0.909
3 F -0.070
4 C -0.766
5 C 3.241
6 C -1.048
7 O -0.352
8 C -0.849
9 N 0.249
10 H -0.398
11 H 0.657
12 H -0.171
13 H -1.642
14 H 0.429
15 H 0.239
16 H 0.282
17 H 0.330
18 H 0.310
19 H 0.046
20 H -0.684
21 C -1.000
22 C 0.301
23 C -0.728
24 O -0.310
25 C -0.675
26 N -0.708
27 H 0.334
28 H -0.223
29 H 0.449
30 H 0.503
31 H 0.224
32 H 0.459
33 H 0.497
34 H 0.145
35 H 0.009
36 H 0.272
37 H 0.287
38 C -1.830
39 C 1.844
40 C -1.504
41 O 0.113
42 C -1.049
43 N -0.621
44 H 0.484
45 H 0.256
46 H 0.447
47 H -0.890
48 H 0.493
49 H 0.472
50 H 0.350
51 H 0.081
52 H 0.406
53 H 0.147
54 H 0.338
55 C -0.972
56 C 2.439
57 C -0.869
58 O -0.441
59 C -0.587
60 N 0.455
61 H -0.029
62 H 0.478
63 H 0.066
64 H -0.967
65 H 0.314
66 H 0.216
67 H 0.156
68 H 0.301
69 H 0.286
70 H -0.050
71 H -1.175
72 C -1.439
73 C 0.311
74 C -0.693
75 O -0.192
76 C -0.909
77 N 0.811
78 H 0.476
79 H 0.187
80 H 0.266
81 H 0.371
82 H 0.260
83 H 0.482
84 H 0.327
85 H 0.339
86 H 0.277
87 H -0.761
88 H -0.048
89 C -1.164
90 C 0.373
91 C -1.662
92 O 1.095
93 H 0.156
94 H 0.503
95 H 0.057
96 H 0.543
97 H 0.509
98 H 0.310
99 H 0.343